Entry from the Open Molecules 2025 dataset: a structure of composition C23H37LaO2 (ωB97M-V/def2-TZVPD).

As for the energy above the lowest of the compared OMol25 structures with the same formula, charge and spin: 3.40 kcal per mole. As for the frontier orbital gap: 0.2373 hartree.

```
63
Properties=species:S:1:pos:R:3:nbo_charge:R:1
O 0.382 -0.211 -3.872 -0.56
C 0.381 0.921 -4.823 -0.07
C 0.321 0.077 -6.076 -0.47
H 1.308 1.501 -4.721 0.19
H -0.505 1.566 -4.764 0.18
C 0.339 -1.076 -5.059 0.27
H 1.188 0.146 -6.734 0.22
H -0.625 0.130 -6.617 0.21
C 1.591 -1.895 -5.241 -0.62
H 2.477 -1.280 -5.063 0.22
H 1.643 -2.267 -6.269 0.22
H 1.578 -2.753 -4.568 0.21
C -0.909 -1.921 -5.130 -0.63
H -1.795 -1.353 -4.840 0.22
H -0.802 -2.794 -4.484 0.22
H -1.067 -2.277 -6.154 0.22
La 0.008 -0.469 1.387 1.86
C -2.019 -0.904 3.261 -0.37
C -1.936 0.513 3.303 -0.30
C -2.339 1.027 2.041 -0.37
H -1.735 1.118 4.190 0.24
C -2.747 -0.084 1.232 -0.41
C -2.533 -1.280 1.988 -0.35
H -2.813 -2.289 1.674 0.23
H -1.838 -1.576 4.108 0.24
H -2.454 2.083 1.797 0.23
H -3.265 -0.010 0.278 0.22
C 0.938 -2.370 3.185 -0.36
C 0.154 -3.051 2.218 -0.35
C 0.828 -2.994 0.961 -0.41
H -0.768 -3.601 2.428 0.23
C 2.051 -2.257 1.155 -0.42
C 2.113 -1.879 2.537 -0.31
H 2.951 -1.386 3.028 0.24
H 0.745 -2.319 4.259 0.24
H 0.516 -3.487 0.034 0.23
H 2.836 -2.081 0.415 0.24
O 0.105 1.170 -0.615 -0.59
C -0.900 0.373 -1.364 -0.12
C -1.930 1.368 -1.839 -0.43
H -1.340 -0.472 -0.779 0.19
H -0.339 -0.061 -2.195 0.25
C -1.036 2.540 -2.223 -0.43
H -2.607 1.612 -1.000 0.22
H -2.481 0.916 -2.666 0.23
C 0.050 2.544 -1.132 -0.06
H -1.543 3.506 -2.290 0.23
H -0.573 2.327 -3.193 0.21
H -0.236 3.210 -0.293 0.20
H 1.046 2.801 -1.532 0.20
C 2.133 0.512 5.312 -0.59
C 1.017 1.174 4.506 -0.23
C 0.699 2.571 5.063 -0.60
C 1.289 1.203 3.013 -0.96
H 3.078 1.051 5.178 0.20
H 2.281 -0.530 5.019 0.20
H 1.880 0.519 6.379 0.20
H 0.109 0.570 4.675 0.17
H 1.574 3.236 4.983 0.20
H -0.130 3.043 4.519 0.20
H 0.420 2.483 6.122 0.19
H 0.893 2.092 2.508 0.18
H 2.343 1.025 2.781 0.19
```

***

Entry from the Open Molecules 2025 dataset: the molecule C23H37N3O3S (ωB97M-V/def2-TZVPD).

As for the energy above the lowest of the compared OMol25 structures with the same formula, charge and spin: 12.39 kcal per mole. Its structure (SMILES) is CC(C)CN(CC(C)C)S(=O)(=O)N1CCC(C(=O)N2CCc3ccccc3C2)CC1. As for the frontier orbital gap: 0.3544 hartree.

```
67
Properties=species:S:1:pos:R:3:nbo_charge:R:1
C 4.945 2.295 -1.190 -0.60
C 4.576 0.819 -1.321 -0.23
C 5.754 0.020 -1.875 -0.60
C 4.107 0.253 0.037 -0.22
N 2.808 -0.371 -0.046 -0.70
C 2.672 -1.730 -0.513 -0.22
C 3.293 -2.793 0.405 -0.23
C 3.101 -4.173 -0.220 -0.60
C 2.666 -2.733 1.794 -0.62
S 1.643 0.312 0.889 2.48
O 2.142 0.662 2.185 -0.95
O 0.474 -0.521 0.832 -0.98
N 1.444 1.752 0.060 -0.68
C 0.821 1.609 -1.239 -0.23
C -0.692 1.394 -1.160 -0.42
C -1.335 2.469 -0.273 -0.31
C -2.853 2.308 -0.164 0.70
O -3.569 3.166 -0.657 -0.64
N -3.388 1.251 0.484 -0.44
C -4.831 1.092 0.466 -0.22
C -5.216 0.045 -0.578 -0.43
C -4.359 -1.188 -0.469 -0.03
C -4.725 -2.355 -1.129 -0.20
C -3.924 -3.480 -1.075 -0.21
C -2.732 -3.447 -0.368 -0.22
C -2.358 -2.291 0.292 -0.22
C -3.170 -1.165 0.254 0.03
C -2.752 0.069 1.016 -0.26
C -0.626 2.610 1.080 -0.41
C 0.869 2.824 0.850 -0.23
H 5.770 2.419 -0.492 0.20
H 4.092 2.863 -0.827 0.21
H 5.248 2.699 -2.154 0.21
H 3.738 0.738 -2.019 0.20
H 5.496 -1.032 -1.975 0.20
H 6.613 0.103 -1.213 0.20
H 6.041 0.396 -2.855 0.21
H 4.845 -0.452 0.430 0.20
H 3.994 1.057 0.764 0.23
H 3.112 -1.796 -1.514 0.20
H 1.598 -1.909 -0.590 0.23
H 4.368 -2.600 0.492 0.19
H 2.042 -4.394 -0.328 0.20
H 3.565 -4.222 -1.203 0.21
H 3.549 -4.939 0.409 0.21
H 1.603 -2.954 1.735 0.21
H 2.775 -1.740 2.224 0.22
H 3.138 -3.456 2.457 0.21
H 1.049 2.516 -1.809 0.20
H 1.298 0.756 -1.724 0.22
H -0.875 0.393 -0.778 0.23
H -1.118 1.456 -2.164 0.22
H -1.213 3.429 -0.793 0.23
H -5.156 0.776 1.461 0.19
H -5.279 2.057 0.227 0.25
H -5.078 0.476 -1.575 0.22
H -6.271 -0.216 -0.475 0.22
H -5.649 -2.376 -1.689 0.21
H -4.224 -4.381 -1.590 0.21
H -2.097 -4.320 -0.334 0.21
H -1.424 -2.240 0.832 0.22
H -3.073 -0.043 2.064 0.20
H -1.668 0.130 1.018 0.25
H -0.743 1.722 1.700 0.21
H -1.044 3.462 1.621 0.22
H 1.050 3.763 0.317 0.20
H 1.408 2.838 1.798 0.24
```

***

Entry from the Open Molecules 2025 dataset: a structure of composition C23H38As3BeN3O8S6 (ωB97M-V/def2-TZVPD).

As for the energy above the lowest of the compared OMol25 structures with the same formula, charge and spin: 15.63 kcal per mole. As for the frontier orbital gap: 0.1993 hartree.

```
82
Properties=species:S:1:pos:R:3:mulliken_charge:R:1
Be -0.395 0.785 -0.227 -0.16
C 4.955 2.269 -1.458 -1.29
As 3.564 1.179 -0.598 0.74
C 4.294 1.318 1.223 -1.40
C 4.357 -0.536 -1.193 -2.57
C 3.793 -1.897 -0.753 2.97
C 4.602 -2.942 -1.554 -2.37
C 2.336 -2.102 -1.196 -1.92
As 0.698 -1.372 -0.353 0.60
C 0.461 -2.502 1.213 -1.28
C -0.511 -2.277 -1.578 -1.13
C 4.007 -2.091 0.755 -0.79
As 4.907 -3.747 1.401 0.20
C 3.363 -4.911 1.750 -1.04
C 5.103 -3.084 3.243 -1.19
H 5.952 1.945 -1.161 0.38
H 4.823 3.314 -1.178 0.40
H 4.861 2.189 -2.539 0.38
H 5.321 0.953 1.273 0.44
H 3.680 0.767 1.931 0.32
H 4.287 2.371 1.507 0.48
H 5.415 -0.504 -0.911 0.59
H 4.325 -0.478 -2.288 0.51
H 4.461 -2.778 -2.621 0.49
H 4.286 -3.961 -1.327 0.53
H 5.668 -2.873 -1.337 0.56
H 2.117 -3.180 -1.152 0.51
H 2.248 -1.826 -2.254 0.46
H 0.823 -3.506 0.987 0.27
H -0.598 -2.535 1.430 0.51
H 0.988 -2.106 2.080 0.36
H -0.331 -3.354 -1.542 0.47
H -0.346 -1.902 -2.588 0.40
H -1.520 -2.051 -1.270 0.16
H 3.077 -1.966 1.313 0.05
H 4.681 -1.315 1.126 0.43
H 2.899 -5.215 0.811 0.29
H 2.625 -4.419 2.377 0.25
H 3.718 -5.810 2.253 0.46
H 5.882 -2.323 3.275 0.34
H 5.399 -3.906 3.894 0.41
H 4.168 -2.661 3.609 0.33
C 0.919 4.270 0.493 -0.78
S 0.913 3.354 -1.062 0.44
C -0.636 3.958 -1.746 -0.72
O 0.663 1.924 -0.644 0.03
H 0.008 4.054 1.044 0.21
H 1.005 5.332 0.277 0.46
H 1.787 3.940 1.056 0.22
H -0.490 4.982 -2.079 0.55
H -1.423 3.903 -0.999 0.07
H -0.881 3.320 -2.592 0.25
O -6.826 3.973 -1.204 -0.65
N -6.066 3.789 -0.274 1.09
O -6.199 4.235 0.850 -0.63
C -4.901 2.947 -0.522 -1.17
C -4.648 2.502 -1.815 -0.82
C -3.504 1.759 -2.033 -0.23
C -2.603 1.375 -1.002 1.53
O -1.562 0.659 -1.233 -1.02
C -2.971 1.828 0.294 0.72
C -4.082 2.616 0.547 -0.56
N -2.187 1.451 1.441 1.06
O -2.564 1.763 2.548 -0.70
O -0.948 1.164 1.254 -0.34
N -3.211 1.377 -3.411 1.13
O -4.137 0.993 -4.086 -0.61
O -2.061 1.512 -3.794 -0.59
H -5.315 2.743 -2.630 0.64
H -4.314 2.935 1.548 0.82
C -5.800 -0.316 3.445 -0.87
S -5.975 0.832 2.061 0.05
C -5.748 -0.251 0.694 -0.09
C -4.640 -0.986 0.402 0.07
S -3.096 -0.996 1.178 -0.39
S -4.818 -2.021 -1.002 -0.03
C -6.443 -1.605 -1.447 0.11
S -7.231 -2.235 -2.742 -0.23
S -7.130 -0.442 -0.366 -0.09
H -6.089 0.229 4.339 0.40
H -4.770 -0.657 3.523 0.21
H -6.468 -1.165 3.318 0.32
```

***

Entry from the Open Molecules 2025 dataset: a cluster of 2 separate species, C23H38BBrF12IN2O7P2 in total (ωB97M-V/def2-TZVPD).

Its total charge is +1. As for the frontier orbital gap: 0.2594 hartree.

```
87
Properties=species:S:1:pos:R:3:mulliken_charge:R:1
C 5.595 -1.991 -2.793 -1.52
C 4.136 -1.834 -2.282 0.42
C 4.041 -2.576 -0.942 -1.18
C 3.858 -0.310 -2.250 -2.04
C 2.805 0.160 -1.261 0.45
C 1.407 -0.119 -1.866 -2.64
O 1.288 0.166 -3.244 -0.61
C 0.167 0.383 -1.024 0.55
C -1.034 0.182 -2.004 -0.91
C -2.540 0.258 -1.639 -0.86
C -3.280 -0.604 -0.687 -0.01
F -3.297 -1.953 -0.680 -0.40
C -4.191 -0.022 0.201 0.42
F -5.431 0.069 -0.177 -0.24
F -3.912 0.442 1.369 -0.18
P 0.119 -0.925 0.375 -0.14
N -1.091 -0.595 1.496 -0.20
O -0.408 -2.277 -0.383 -0.59
N 0.442 1.795 -0.633 0.76
B -0.770 2.539 -0.028 0.73
O -1.281 2.291 1.183 -0.72
O -1.325 3.553 -0.783 -0.64
C 1.727 2.080 0.068 -0.06
O 1.736 1.539 1.340 -0.67
C 1.908 3.624 0.367 -0.84
C 1.867 4.020 1.838 -0.99
F 0.630 3.895 2.418 -0.28
C 3.022 1.670 -0.762 1.90
C 3.227 2.525 -2.043 -1.37
C 4.684 2.884 -2.487 -1.05
C 4.841 4.416 -2.489 -1.52
I 5.056 2.317 -4.568 0.09
P 4.382 1.555 0.563 0.07
O 5.478 0.473 -0.037 -0.40
Br 5.655 3.434 0.687 -0.23
H 6.287 -1.320 -2.275 0.28
H 5.970 -3.008 -2.667 0.43
H 5.639 -1.729 -3.854 0.38
H 3.530 -2.297 -3.066 0.39
H 4.538 -3.541 -1.043 0.57
H 2.990 -2.796 -0.720 0.08
H 4.522 -2.018 -0.138 0.17
H 3.620 -0.042 -3.280 0.56
H 4.825 0.176 -2.128 0.38
H 2.869 -0.423 -0.331 1.44
H 1.302 -1.210 -1.840 0.88
H 1.068 1.094 -3.390 0.54
H -0.956 0.990 -2.749 0.37
H -0.858 -0.776 -2.483 0.51
H -3.056 0.097 -2.601 0.61
H -2.830 1.295 -1.426 0.56
H -0.767 -0.129 2.331 0.31
H -1.742 -1.350 1.665 0.24
H 0.242 -2.980 -0.250 0.36
H 0.553 2.277 -1.538 1.04
H -2.245 2.240 1.079 0.31
H -0.978 4.406 -0.480 0.37
H 1.955 0.589 1.320 0.66
H 1.304 4.281 -0.270 0.44
H 2.918 3.939 0.091 -0.18
H 2.681 3.589 2.415 0.36
H 2.089 5.097 1.832 0.48
H 2.822 2.056 -2.942 0.64
H 2.693 3.484 -2.047 0.50
H 5.464 2.377 -1.930 0.69
H 5.869 4.706 -2.694 0.44
H 4.147 4.828 -3.223 0.47
H 4.529 4.836 -1.529 0.32
H 6.208 0.398 0.597 0.39
C -6.949 -3.466 2.097 -0.80
C -7.182 -2.138 2.833 0.83
C -5.938 -1.452 3.391 0.77
F -5.312 -2.214 4.314 -0.23
F -6.286 -0.294 4.004 -0.28
F -8.098 -2.319 3.805 -0.27
F -7.738 -1.278 1.930 -0.31
O -7.165 -4.647 2.841 -0.41
C -6.135 -5.121 3.626 0.80
C -6.496 -5.100 5.110 0.18
F -6.792 -3.847 5.514 -0.21
F -5.443 -5.534 5.841 -0.26
F -4.992 -4.445 3.373 -0.28
F -5.920 -6.399 3.254 -0.30
H -7.700 -3.503 1.310 0.45
H -5.989 -3.484 1.578 0.39
H -5.230 -1.210 2.594 -0.39
H -7.355 -5.746 5.305 0.27
```

***

Q: Which of these has the highest frontier orbital gap?
A: C23H37N3O3S